Entry 1:
Computed, not measured: one molecule with the formula C4H6O2, with ωB97M-V with the def2-TZVPD basis set.

Each line ends with the Löwdin charge.
Positions of all 12 atoms, in Å:
C 0.555965 1.452909 0.336934  0.01
C 0.198391 0.187713 1.022127  -0.43
O 0.102926 0.090518 2.226236  0.09
C -0.060063 -1.087336 0.379818  -0.19
C -0.669788 -1.266555 -0.897093  -0.14
O 0.727699 -1.102151 -0.892067  -0.02
H 0.019073 1.569416 -0.603722  0.09
H 0.335114 2.279976 1.014054  0.09
H 1.627559 1.444656 0.125146  0.10
H -0.065193 -1.918062 1.090102  0.16
H -1.239416 -0.467457 -1.346936  0.12
H -1.020672 -2.274486 -1.101107  0.12

Forces on the atoms, in the same order (eV/Å):
C 0.04 0.28 -0.21
C -0.93 -0.18 1.74
O 0.25 1.00 0.89
C 1.38 -0.27 -0.98
C -0.77 0.14 -1.14
O -0.42 -1.15 0.79
H 0.09 0.02 -0.05
H 0.03 -0.11 -0.11
H -0.07 0.00 -0.10
H 0.55 0.07 -0.45
H -0.12 0.13 -0.21
H -0.04 0.06 -0.18

Computed properties:
* SMILES: CC(=O)[C@H]1CO1
* E_HOMO: -9.91 eV
* lowest unoccupied orbital energy: 0.0334 hartree
* relative energy (zero: lowest compared OMol25 entry of this formula, charge and spin): 48.09 kcal/mol
* net charge: 0
* orbital gap: 10.8 eV

Entry 2:
Computed, not measured: a 2-piece molecular cluster, C4H6O2 overall, with ωB97M-V with the def2-TZVPD basis set.

Each line ends with the Löwdin charge.
Positions of all 12 atoms, in Å:
O -1.445171 0.115782 -0.842849  0.05
C -0.365203 0.505281 -0.093080  -0.58
C 1.118505 0.572505 -0.584779  -0.08
C 0.718328 -0.380333 0.437763  -0.07
C -0.573091 1.526636 0.768865  0.00
O -0.605643 2.413041 1.494678  0.27
H -1.453591 -0.838877 -0.697033  0.06
H 1.755153 1.438306 -0.395886  0.11
H 1.083722 0.283101 -1.632340  0.11
H 1.083006 -0.192015 1.448422  0.08
H -0.349965 -2.497964 0.061347  0.01
H -0.966049 -2.945464 0.034893  0.04

Forces on the atoms, in the same order (eV/Å):
O -0.12 -0.53 -0.22
C -0.14 0.16 0.12
C 0.32 0.08 -0.25
C 0.41 -0.27 0.01
C 0.50 1.39 0.53
O -0.23 -0.30 0.05
H -0.29 -0.26 -0.20
H -0.21 0.11 0.00
H 0.10 -0.10 0.04
H -0.19 -0.07 -0.07
H -0.45 -0.29 0.02
H 0.30 0.09 -0.03

Computed properties:
* E_HOMO: -7.87 eV
* lowest unoccupied orbital energy: 0.0047 hartree
* relative energy (zero: lowest compared OMol25 entry of this formula, charge and spin): 132.21 kcal/mol
* net charge: 0
* orbital gap: 8.0 eV

Entry 3:
Computed, not measured: one molecule with the formula C4H6O2, with ωB97M-V with the def2-TZVPD basis set.

Each line ends with the Löwdin charge.
Positions of all 12 atoms, in Å:
C -0.625827 -0.059405 1.502943  0.04
C 0.392855 0.585859 0.355804  -0.62
O 1.600837 0.465040 0.734056  -0.06
C -0.170579 0.107042 -0.867274  0.08
C 0.637218 -0.618176 -1.862482  -0.22
O 0.171124 -1.019536 -2.912010  0.06
H -1.677806 0.138322 1.295561  0.08
H -0.291273 0.428518 2.417455  0.09
H -0.412852 -1.125833 1.540678  0.09
H -1.225705 0.254891 -1.088122  0.13
H -0.093834 1.608204 0.473241  0.20
H 1.695841 -0.764926 -1.589851  0.13

Forces on the atoms, in the same order (eV/Å):
C -0.30 -0.12 0.25
C 0.10 -0.14 -0.34
O -0.05 0.10 -0.08
C -0.01 0.07 0.26
C 0.01 -0.19 -0.38
O 0.14 0.20 0.48
H 0.15 -0.03 0.01
H -0.04 -0.06 -0.20
H -0.02 0.14 -0.03
H 0.16 0.02 0.07
H -0.01 0.01 0.03
H -0.12 0.00 -0.07

Computed properties:
* E_HOMO (spin up / spin down): -9.11 / -9.11 eV
* lowest unoccupied orbital energy (spin up / spin down): -0.0956 / -0.0956 hartree
* relative energy (zero: lowest compared OMol25 entry of this formula, charge and spin): 112.22 kcal/mol
* net charge: 0
* orbital gap (spin up / spin down): 6.5 / 6.5 eV

Entry 4:
Computed, not measured: one molecule with the formula C4H6O2, with ωB97M-V with the def2-TZVPD basis set.

Each line ends with the Löwdin charge.
Positions of all 12 atoms, in Å:
C 0.597319 -0.688179 1.361974  0.10
C 0.558708 0.019497 0.232331  -0.34
C 1.812493 0.560338 -0.380443  -0.19
O 2.883762 0.581878 0.177628  0.06
O -0.506759 0.362900 -0.531776  -0.10
C -1.810247 0.092043 -0.050248  -0.07
H -0.272688 -1.143839 1.822943  0.06
H 1.562860 -0.811413 1.843213  0.08
H 1.682337 0.940282 -1.413061  0.13
H -2.450007 0.879961 -0.450905  0.09
H -2.169649 -0.881128 -0.404247  0.10
H -1.857114 0.118337 1.043411  0.08

Forces on the atoms, in the same order (eV/Å):
C -0.09 0.01 -0.04
C 0.08 -0.11 0.23
C 0.43 0.00 0.18
O -0.50 -0.04 -0.28
O 0.10 0.02 0.02
C -0.22 -0.01 0.08
H 0.13 0.11 -0.10
H -0.17 0.00 -0.15
H 0.01 0.02 0.11
H 0.02 -0.15 0.02
H 0.15 0.08 0.08
H 0.06 0.06 -0.15

Computed properties:
* SMILES: C=C(C=O)OC
* E_HOMO: -9.41 eV
* lowest unoccupied orbital energy: 0.0146 hartree
* relative energy (zero: lowest compared OMol25 entry of this formula, charge and spin): 40.58 kcal/mol
* net charge: 0
* orbital gap: 9.8 eV

The max |F| results, record by record, are as follows: 1.978; 1.567; 0.532; 0.575 eV Å⁻¹.
The E results, record by record, are as follows: -306.4297; -306.2956; -306.3275; -306.4416 a.u..